[1]
Entry from the OMol25 dataset: CHBr3ClCu as an isolated structure (the ωB97M-V functional and the def2-TZVPD basis).

Each line ends with the Löwdin charge.
Element x y z (Å)
Cu  1.57825  16.40208  -6.74155  0.37
Cl  -0.67528  15.92783  -6.76656  -0.15
C  -3.42983  14.91068  -8.76254  -1.68
Br  -4.45021  13.35704  -8.38071  0.88
Br  -4.51493  16.40899  -8.27098  0.93
Br  -2.87905  15.06281  -10.56365  0.78
H  -2.55966  14.92420  -8.11808  -0.12

Computed properties:
* charge: +1
* relative energy (zero: lowest compared OMol25 entry of this formula, charge and spin): 0.0000 eV
* spin multiplicity: 2
* gap between HOMO and LUMO (alpha / beta): 0.3221 / 0.1215 Eh

=====

[2]
Entry from the OMol25 dataset: H10NaO5 as an isolated structure (the ωB97M-V functional and the def2-TZVPD basis).

Each line ends with the Löwdin charge.
Element x y z (Å)
Na  -23.55600  -8.85800  10.67800  0.43
O  -21.53300  -8.52900  9.85600  -0.05
H  -20.70700  -8.83800  10.22200  0.07
H  -21.37000  -8.22400  8.93000  0.10
O  -22.79000  -10.87700  11.11400  0.01
H  -21.99800  -10.89900  11.58000  0.03
H  -22.59800  -11.52300  10.44900  0.07
O  -24.38700  -8.83800  8.51300  0.02
H  -23.86500  -9.00600  7.77500  0.04
H  -24.73200  -7.96400  8.42100  0.05
O  -22.91000  -8.23400  12.75400  -0.01
H  -22.29500  -8.55000  13.42700  0.09
H  -22.40500  -7.64500  12.21600  0.02
O  -23.85300  -6.57000  10.34300  -0.03
H  -23.45100  -5.97800  9.66600  0.10
H  -23.99900  -5.84700  10.95300  0.08

Computed properties:
* charge: +1
* relative energy (zero: lowest compared OMol25 entry of this formula, charge and spin): 0.6798 eV
* spin multiplicity: 1
* gap between HOMO and LUMO: 0.4509 Eh

=====

Copy entry 1 word for word.
Entry from the OMol25 dataset: CHBr3ClCu as an isolated structure (the ωB97M-V functional and the def2-TZVPD basis).

Each line ends with the Löwdin charge.
Element x y z (Å)
Cu  1.57825  16.40208  -6.74155  0.37
Cl  -0.67528  15.92783  -6.76656  -0.15
C  -3.42983  14.91068  -8.76254  -1.68
Br  -4.45021  13.35704  -8.38071  0.88
Br  -4.51493  16.40899  -8.27098  0.93
Br  -2.87905  15.06281  -10.56365  0.78
H  -2.55966  14.92420  -8.11808  -0.12

Computed properties:
* charge: +1
* relative energy (zero: lowest compared OMol25 entry of this formula, charge and spin): 0.0000 eV
* spin multiplicity: 2
* gap between HOMO and LUMO (alpha / beta): 0.3221 / 0.1215 Eh